{
  "formula": "C45H41BCoGeN2P2",
  "method": "ωB97M-V/def2-TZVPD",
  "symbols": ["Co", "C", "N", "P", "C", "C", "C", "C", "C", "C", "C", "C", "C", "C", "C", "C", "P", "C", "C", "C", "C", "C", "C", "C", "C", "C", "C", "C", "C", "H", "H", "H", "H", "H", "H", "H", "H", "H", "H", "H", "H", "H", "H", "H", "H", "H", "H", "H", "H", "H", "H", "H", "C", "Ge", "C", "C", "C", "C", "C", "C", "C", "C", "C", "C", "C", "C", "C", "C", "C", "C", "C", "C", "H", "H", "H", "H", "H", "H", "H", "H", "H", "H", "H", "H", "H", "H", "H", "B", "C", "N", "H", "H", "H"],
  "xyz": [[0.9081, 0.6879, 1.0847], [0.0566, -3.8531, -0.1654], [0.6137, -2.5026, 0.1451], [-0.1596, -1.4394, 1.2056], [-0.4392, -2.5960, 2.7051], [-1.6254, -3.3531, 2.9948], [-1.6904, -4.2940, 4.0471], [-0.5283, -4.3325, 4.8151], [0.7197, -3.8196, 4.4463], [0.6957, -2.9000, 3.4444], [-1.9583, -1.3600, 0.6767], [-2.4363, -1.6889, -0.5678], [-3.7854, -1.4455, -0.9294], [-4.6350, -0.8213, 0.0419], [-4.1224, -0.5305, 1.2520], [-2.7726, -0.7327, 1.5815], [1.8267, -1.9922, -1.0242], [3.1089, -3.1719, -0.4742], [4.1714, -3.3066, -1.3826], [5.2931, -4.0247, -1.0425], [5.3689, -4.6270, 0.2244], [4.2755, -4.5937, 1.0703], [3.1748, -3.8546, 0.7778], [2.6638, -0.4594, -0.4551], [2.6625, 0.5682, -1.4351], [3.4359, 1.6925, -1.3063], [4.1631, 1.8427, -0.0856], [4.2519, 0.7679, 0.8274], [3.5142, -0.3841, 0.5954], [-0.4137, -3.7290, -1.1737], [-0.5956, -4.1814, 0.6943], [0.8726, -4.5937, -0.2011], [-2.4790, -3.1704, 2.3518], [-2.5815, -4.8751, 4.2085], [-0.5785, -4.8479, 5.7295], [1.5520, -4.0168, 5.1263], [1.7678, -2.5868, 3.1277], [-1.7543, -2.0766, -1.2964], [-4.0445, -1.6823, -1.9089], [-5.7150, -0.6656, -0.2022], [-4.7294, -0.1734, 2.0861], [-2.5267, -0.4148, 2.5927], [4.1108, -2.7292, -2.2954], [6.1351, -4.1049, -1.7183], [6.2673, -5.1088, 0.5616], [4.4414, -4.9915, 2.0751], [2.3918, -3.7407, 1.4960], [2.0338, 0.5683, -2.3243], [3.4143, 2.5079, -2.0385], [4.6773, 2.7861, 0.0745], [4.8078, 0.9308, 1.8031], [3.4904, -1.1678, 1.3905], [-0.2279, 1.2091, -0.2086], [-1.4084, 2.0644, -1.3300], [-1.3940, 1.1452, -3.0203], [-0.5020, 0.0623, -3.1123], [-0.2218, -0.5334, -4.3022], [-0.7978, -0.0717, -5.4380], [-1.6983, 1.0167, -5.4400], [-1.9428, 1.6187, -4.2092], [-3.3183, 2.4800, -0.8070], [-4.3814, 2.6411, -1.7132], [-5.6500, 2.9301, -1.2797], [-5.8849, 3.1195, 0.1097], [-4.8759, 2.9765, 1.0256], [-3.6252, 2.6075, 0.5649], [-0.6197, 3.8396, -1.4342], [-0.2567, 4.4215, -2.6809], [0.2563, 5.7052, -2.7105], [0.4424, 6.4407, -1.5922], [0.0797, 5.8883, -0.3301], [-0.4805, 4.6288, -0.2669], [-0.0935, -0.3290, -2.1627], [0.4924, -1.3236, -4.4585], [-0.4961, -0.3724, -6.4625], [-2.0631, 1.3880, -6.3962], [-2.5323, 2.5600, -4.1936], [-4.3125, 2.5585, -2.8344], [-6.4368, 3.0722, -2.0237], [-6.8915, 3.5036, 0.4377], [-5.0610, 3.1492, 2.0951], [-2.7994, 2.4550, 1.1924], [-0.3482, 3.8906, -3.6112], [0.5200, 6.2152, -3.6426], [0.8326, 7.4639, -1.5950], [0.1947, 6.4723, 0.5746], [-0.7653, 4.2920, 0.6853], [3.4180, 1.7572, 5.0129], [2.6083, 1.1870, 3.7195], [1.9481, 0.9040, 2.8294], [2.7560, 2.6923, 5.5068], [4.5153, 2.0316, 4.6079], [3.7260, 0.8298, 5.6678]],
  "total_charge": -1,
  "orbital_gap_ev": [6.01, 7.37],
  "spin_multiplicity": 5,
  "s2": 6.038,
  "e_above_lowest_kcal_mol": 23.3,
  "homo_ev": [-3.56, -4.92],
  "max_force_ev_per_a": 3.8
}


{
  "formula": "C45H41F7NO2",
  "method": "ωB97M-V/def2-TZVPD",
  "symbols": ["C", "C", "O", "O", "C", "C", "C", "C", "C", "N", "C", "F", "C", "H", "H", "H", "H", "H", "H", "H", "H", "H", "H", "H", "F", "C", "C", "C", "C", "C", "C", "H", "H", "H", "H", "H", "F", "C", "C", "C", "C", "C", "C", "H", "H", "H", "H", "H", "F", "C", "C", "C", "C", "C", "C", "H", "H", "H", "H", "H", "F", "C", "C", "C", "C", "C", "C", "H", "H", "H", "H", "H", "F", "C", "C", "C", "C", "C", "C", "H", "H", "H", "H", "H", "F", "C", "C", "C", "C", "C", "C", "H", "H", "H", "H", "H"],
  "xyz": [[-2.4768, 2.8926, 3.7485], [-2.4049, 3.0751, 2.2174], [-1.7921, 3.9927, 1.7405], [-3.1140, 2.1364, 1.4816], [-2.2313, 1.4472, 0.6120], [-1.2810, 0.4464, 1.3823], [0.0939, 0.5982, 0.7632], [0.9983, 1.5128, 1.3587], [2.2137, 1.6613, 0.7640], [2.5100, 0.9618, -0.3411], [1.6805, 0.0929, -0.8991], [2.0401, -0.5523, -1.9822], [0.4351, -0.1293, -0.3841], [-3.0879, 3.7288, 4.1078], [-2.9604, 1.9304, 3.9497], [-1.4538, 2.9148, 4.1384], [-2.7721, 0.8501, -0.1310], [-1.6034, 2.1685, 0.0653], [-1.2154, 0.6747, 2.4532], [-1.6075, -0.5958, 1.2885], [0.6977, 2.0766, 2.2369], [2.8984, 2.3817, 1.2064], [3.4154, 1.1026, -0.7845], [-0.2940, -0.8187, -0.8026], [-0.2329, -2.6885, 1.4659], [0.9792, -3.2714, 1.6081], [1.0793, -4.6474, 1.5658], [2.3255, -5.2415, 1.7057], [3.4544, -4.4562, 1.8965], [3.3393, -3.0747, 1.9418], [2.0958, -2.4756, 1.7911], [0.1882, -5.2453, 1.4248], [2.4152, -6.3188, 1.6670], [4.4241, -4.9229, 2.0102], [4.2183, -2.4617, 2.0949], [1.9915, -1.3974, 1.8159], [-2.2247, -1.0699, -6.9167], [-1.0184, -0.6400, -6.5019], [-0.1290, -0.1295, -7.4271], [1.1124, 0.3178, -6.9963], [1.4527, 0.2403, -5.6515], [0.5477, -0.2803, -4.7367], [-0.6976, -0.7186, -5.1611], [-0.4088, -0.0845, -8.4715], [1.8151, 0.7264, -7.7102], [2.4228, 0.5853, -5.3197], [0.8089, -0.3458, -3.6952], [-1.4172, -1.1188, -4.4578], [3.0302, 2.3044, 3.6870], [4.2460, 2.7279, 4.1253], [5.1548, 3.2298, 3.2156], [6.3926, 3.6652, 3.6676], [6.7058, 3.5830, 5.0169], [5.7804, 3.0708, 5.9167], [4.5381, 2.6443, 5.4701], [4.8965, 3.2803, 2.1647], [7.1118, 4.0681, 2.9670], [7.6726, 3.9191, 5.3674], [6.0261, 3.0033, 6.9680], [3.8008, 2.2502, 6.1574], [-5.3314, 1.2478, 5.0708], [-6.3711, 2.0834, 4.8643], [-6.9865, 2.6781, 5.9481], [-8.0513, 3.5411, 5.7318], [-8.4929, 3.7908, 4.4393], [-7.8664, 3.1821, 3.3610], [-6.7943, 2.3264, 3.5720], [-6.6333, 2.4652, 6.9489], [-8.5370, 4.0185, 6.5725], [-9.3264, 4.4610, 4.2737], [-8.2124, 3.3732, 2.3537], [-6.2876, 1.8491, 2.7424], [-7.3573, -1.0783, -2.5100], [-6.1666, -1.5944, -2.8560], [-5.6362, -1.2957, -4.0966], [-4.4036, -1.8251, -4.4518], [-3.7241, -2.6538, -3.5656], [-4.2741, -2.9481, -2.3242], [-5.5015, -2.4114, -1.9623], [-6.1857, -0.6550, -4.7739], [-3.9735, -1.5937, -5.4164], [-2.7639, -3.0712, -3.8442], [-3.7466, -3.5974, -1.6366], [-5.9430, -2.6223, -0.9968], [4.6642, -0.3698, -4.9210], [5.0822, -1.5722, -4.4740], [6.0031, -2.2850, -5.2144], [6.4346, -3.5184, -4.7473], [5.9339, -4.0259, -3.5548], [5.0048, -3.2977, -2.8252], [4.5783, -2.0590, -3.2846], [6.3759, -1.8765, -6.1446], [7.1617, -4.0844, -5.3141], [6.2694, -4.9899, -3.1954], [4.6108, -3.6943, -1.8977], [3.8618, -1.4741, -2.7266]],
  "total_charge": 1,
  "orbital_gap_ev": 6.75,
  "homo_ev": -10.81,
  "max_force_ev_per_a": 1.7
}


Number 2 is which compound? C45H41F7NO2